ORCA calculation (wB97M-V/def2-TZVPD) on 2 unconnected molecules or ions with the total composition C27H41BrClF12N3O5S at a distorted geometry.

Last column: Mulliken charge in e.
CARTESIAN COORDINATES (ANGSTROEM)
C -1.21584 -2.87939 -5.85368  -0.8699
C -1.13607 -2.22777 -4.69122  0.0128
C 0.14906 -1.79799 -4.01102  -0.9844
N -0.10907 -0.57328 -3.25182  0.5714
C -0.42315 0.69551 -3.94733  -0.6696
C -0.02014 0.72970 -5.40454  -0.6857
C 0.06459 2.17865 -5.89255  -0.8280
C 0.36853 2.30669 -7.38946  -0.5252
C 1.35900 1.27367 -7.94748  -1.1860
C -0.11638 -0.58157 -1.95188  -0.2333
N -0.41315 0.46871 -1.17195  0.6553
C -0.13587 0.22259 0.26598  -0.5623
C -1.58397 0.12287 0.86706  -0.9812
C -2.51347 1.20586 0.28202  -1.0860
C -3.49958 0.67555 -0.74514  -0.6396
O -3.37807 1.40435 -1.97101  -0.3846
C -4.16111 0.83178 -2.99424  -0.6386
C 0.49459 1.40885 1.01906  0.2413
C 1.25532 0.97908 2.26645  -1.8506
C 1.37747 2.34713 0.18720  -0.1834
C 1.69681 3.63483 0.96164  -1.5138
C 0.58654 -1.14596 0.11627  0.7982
Cl 2.32811 -0.81157 -0.26070  -0.1153
S 0.79242 -2.39495 1.47244  1.5081
O 0.98795 -3.64166 0.78565  -0.6396
O 1.85378 -2.07403 2.36495  -0.6145
C -0.71048 -2.62529 2.52515  0.7835
F -0.77371 -1.65317 3.44869  -0.2931
F -1.87323 -2.60044 1.83902  -0.2910
C -0.64860 -4.01935 3.28218  0.4258
F 0.60741 -4.42331 3.51719  -0.2710
F -1.24278 -3.81451 4.47627  -0.2886
C -1.45294 -5.14963 2.58333  0.6772
F -2.77037 -5.00601 2.82863  -0.2966
F -1.26473 -5.17130 1.25123  -0.2232
C -1.03523 -6.56586 3.12241  0.5947
F 0.06765 -7.01166 2.51067  -0.2212
F -2.04344 -7.41056 2.80033  -0.2593
F -0.90554 -6.57807 4.45103  -0.2293
N 0.16489 -1.72111 -1.16258  -0.3333
Br -1.33987 -2.86773 -1.18702  0.1684
H -2.09342 -2.74841 -6.46906  0.2756
H -0.45749 -3.57509 -6.18684  0.2809
H -2.04164 -1.99782 -4.14183  0.2248
H 0.44603 -2.58312 -3.32086  0.5602
H 0.96428 -1.66680 -4.70676  0.4584
H 0.13976 1.48924 -3.45327  0.3788
H -1.46887 0.94807 -3.79006  0.1750
H -0.69768 0.13440 -6.01206  0.4028
H 0.96302 0.28776 -5.53791  0.2759
H 0.83108 2.67206 -5.29603  0.4458
H -0.89931 2.63843 -5.67654  0.2860
H 0.75365 3.30761 -7.55270  0.4124
H -0.56891 2.20347 -7.92995  0.3422
H 0.83154 0.45214 -8.41997  0.2738
H 1.94407 1.74311 -8.73365  0.3717
H 2.06847 0.90820 -7.21296  0.3319
H 0.00548 1.30599 -1.57404  0.2111
H -1.99254 -0.81497 0.50332  0.2923
H -1.55819 0.14663 1.94902  0.6352
H -1.97486 2.07842 -0.07099  0.4017
H -3.10545 1.54931 1.12732  0.5304
H -3.34216 -0.38189 -0.97593  0.4143
H -4.52971 0.79174 -0.40725  0.4977
H -3.56961 0.17173 -3.64002  0.0785
H -4.95278 0.21456 -2.57229  0.4026
H -4.58550 1.60822 -3.62063  0.2640
H -0.30712 2.03633 1.39865  0.4502
H 2.20038 0.49250 2.05990  0.1977
H 0.60843 0.34635 2.87102  0.1894
H 1.46737 1.83463 2.90248  0.5337
H 2.33113 1.91231 -0.09831  0.3301
H 0.89337 2.68605 -0.73740  0.2897
H 2.48454 3.48177 1.68846  0.3218
H 0.81540 4.02490 1.46508  0.3939
H 2.01009 4.39832 0.25452  0.4426
C 3.05694 1.09177 8.14745  -1.0084
C 1.63326 1.58568 7.91514  -0.1953
O 1.52113 2.86512 7.34186  -0.4109
C 1.68383 2.99403 5.89469  -0.0115
O 0.98643 2.14745 5.19374  -0.6923
C 3.18356 2.97738 5.46834  0.7788
F 4.00237 3.59794 6.35551  -0.3181
F 3.33413 3.65873 4.30106  -0.2750
F 3.71389 1.76053 5.25175  -0.2624
H 3.68913 1.89655 8.52327  0.2302
H 3.05458 0.27240 8.87217  0.4122
H 3.50542 0.70809 7.23442  0.1939
H 1.15590 1.68275 8.89606  0.3110
H 1.04539 0.85027 7.35605  0.2137
H 1.43389 4.07551 5.77485  0.1231

The total energy is -169374.484 eV. The calculation puts the HOMO energy at -0.21226 Eh. For the max |F|, the calculation gives 2.91 eV/Å. The total charge is 0. As for the lowest unoccupied orbital energy: -0.0826 Ha. As for the spin multiplicity: 1.